(1)
{
  "formula": "C15H19N5O3S",
  "method": "ωB97M-V/def2-TZVPD",
  "e_above_lowest_kj_mol": 1865.7,
  "orbital_gap_ha": 0.310,
  "charge": 0,
  "elements": ["C", "C", "H", "H", "O", "C", "O", "N", "N", "C", "N", "C", "C", "N", "N", "C", "O", "C", "C", "C", "C", "C", "C", "H", "H", "H", "H", "H", "C", "H", "H", "H", "C", "H", "H", "H", "H", "S", "H", "H", "H", "H", "H"],
  "positions_angstrom": [[-0.360, 4.178, 7.014], [0.740, 3.455, 6.024], [1.521, 2.946, 6.624], [1.186, 4.213, 5.404], [0.327, 2.463, 5.404], [0.884, 1.934, 4.562], [1.978, 2.313, 4.296], [0.276, 0.676, 4.043], [0.846, 0.082, 2.967], [0.068, -0.133, 1.752], [0.569, -0.695, 0.822], [0.154, -1.033, -0.361], [-0.651, -1.766, -0.855], [-1.101, -1.901, -2.184], [-0.032, -0.994, -2.698], [0.585, -0.238, -1.707], [1.659, 0.532, -1.993], [0.135, -0.812, -4.096], [0.532, 0.126, -4.755], [0.752, 0.348, -6.029], [0.833, -0.899, -6.743], [0.191, -1.969, -6.104], [-0.047, -2.120, -4.834], [-0.364, -2.912, -4.348], [0.358, -3.222, -6.695], [0.986, -0.887, -7.930], [1.315, 1.339, -6.561], [0.560, 1.022, -4.083], [-2.387, -1.850, -2.724], [-2.277, -1.817, -3.904], [-2.781, -3.065, -2.498], [-2.898, -1.254, -2.341], [-1.719, -2.703, 0.046], [-1.058, -2.751, 1.006], [-1.808, -3.582, -0.393], [-2.803, -2.339, 0.290], [1.808, -0.433, 0.644], [-1.830, 0.095, 1.840], [1.723, 0.417, 2.820], [-0.973, 0.732, 4.077], [0.099, 5.073, 7.518], [-0.918, 3.552, 7.867], [-1.105, 4.626, 6.565]]
}


(2)
{
  "formula": "C2H2N2O",
  "method": "ωB97M-V/def2-TZVPD",
  "e_above_lowest_kj_mol": 144.3,
  "orbital_gap_ha": 0.359,
  "charge": 0,
  "smiles": "N#CC(N)=O",
  "elements": ["N", "C", "C", "N", "O", "H", "H"],
  "positions_angstrom": [[-2.238, -1.276, -0.041], [-1.349, -0.559, 0.049], [-0.241, 0.282, -0.024], [1.111, 0.022, -0.047], [-0.509, 1.643, -0.004], [1.429, -0.822, 0.347], [1.798, 0.710, -0.280]]
}


(3)
{
  "formula": "C4H7NO3",
  "method": "ωB97M-V/def2-TZVPD",
  "e_above_lowest_kj_mol": 554.9,
  "orbital_gap_ha": 0.320,
  "charge": 0,
  "smiles": "CC(C)=C=O.O=NO",
  "elements": ["C", "C", "C", "C", "O", "H", "H", "H", "H", "H", "H", "O", "N", "O", "H"],
  "positions_angstrom": [[-0.170, 0.372, 1.206], [0.331, -0.367, 0.041], [-0.064, 0.020, -1.354], [1.144, -1.368, 0.230], [1.866, -2.291, 0.295], [-0.868, -0.055, 2.001], [0.600, 0.814, 1.853], [-0.691, 1.340, 0.771], [0.207, -0.856, -2.013], [-1.249, 0.122, -1.328], [0.664, 0.871, -1.600], [3.806, 1.435, 0.471], [3.948, 0.279, 0.428], [3.602, -0.229, -0.824], [4.024, -1.101, -0.717]]
}


(4)
{
  "formula": "C29H36LuN11O5S",
  "method": "ωB97M-V/def2-TZVPD",
  "e_above_lowest_kj_mol": 28.8,
  "orbital_gap_ha": 0.340,
  "charge": 2,
  "elements": ["Lu", "N", "C", "C", "C", "C", "C", "C", "C", "N", "C", "C", "N", "C", "H", "H", "H", "H", "H", "H", "H", "C", "C", "C", "C", "C", "C", "C", "S", "O", "O", "N", "C", "C", "C", "O", "O", "H", "H", "H", "H", "H", "H", "H", "H", "H", "H", "H", "H", "C", "N", "C", "C", "O", "N", "C", "N", "H", "H", "H", "H", "H", "H", "H", "C", "C", "C", "C", "N", "C", "N", "N", "N", "H", "H", "H", "H", "H", "H", "H", "H", "H", "H"],
  "positions_angstrom": [[-0.885, -0.011, 0.656], [6.072, 7.785, -1.968], [5.293, 6.942, -1.948], [4.318, 5.882, -1.923], [3.213, 5.935, -2.769], [2.272, 4.921, -2.736], [2.459, 3.855, -1.869], [3.560, 3.785, -1.031], [4.489, 4.811, -1.052], [1.489, 2.803, -1.844], [0.895, 2.226, -2.947], [0.035, 1.291, -2.468], [0.086, 1.289, -1.092], [0.970, 2.209, -0.753], [3.088, 6.775, -3.438], [1.396, 4.971, -3.368], [3.703, 2.932, -0.382], [5.357, 4.776, -0.408], [1.154, 2.521, -3.948], [-0.618, 0.634, -3.016], [1.220, 2.494, 0.255], [-6.022, -5.341, 4.617], [-4.959, -4.344, 4.267], [-4.641, -3.310, 5.149], [-3.669, -2.379, 4.841], [-3.000, -2.493, 3.626], [-3.300, -3.508, 2.716], [-4.278, -4.426, 3.052], [-1.853, -1.312, 3.128], [-0.976, -1.915, 2.119], [-2.451, -0.108, 2.550], [-1.053, -0.858, 4.441], [-0.576, 0.520, 4.703], [0.772, 0.868, 4.060], [0.618, 0.840, 2.564], [1.182, -0.013, 1.833], [-0.290, 1.571, 2.039], [-6.086, -5.486, 5.694], [-5.828, -6.304, 4.149], [-6.999, -4.996, 4.274], [-5.161, -3.240, 6.095], [-3.428, -1.589, 5.540], [-2.777, -3.581, 1.774], [-4.513, -5.227, 2.363], [-0.502, -1.615, 4.832], [-0.518, 0.606, 5.786], [-1.347, 1.201, 4.352], [1.560, 0.185, 4.371], [1.036, 1.879, 4.377], [2.308, -4.155, -2.380], [1.335, -3.319, -1.698], [-0.110, -3.403, -1.888], [-0.560, -2.267, -1.001], [-1.700, -1.874, -0.735], [0.503, -1.643, -0.460], [1.601, -2.283, -0.898], [2.816, -1.891, -0.542], [1.847, -5.113, -2.605], [3.155, -4.356, -1.725], [2.656, -3.698, -3.307], [-0.516, -4.356, -1.545], [-0.400, -3.240, -2.927], [2.889, -1.180, 0.169], [3.643, -2.392, -0.818], [-7.184, 0.109, -1.463], [-6.844, 1.587, -1.635], [-6.113, 1.869, -2.944], [-6.148, 2.216, -0.434], [-4.717, 1.845, -0.268], [-3.727, 2.584, 0.243], [-2.629, 1.868, 0.223], [-2.990, 0.687, -0.297], [-4.238, 0.648, -0.586], [-7.859, -0.202, -2.260], [-7.686, -0.078, -0.512], [-6.298, -0.521, -1.512], [-7.793, 2.134, -1.658], [-5.173, 1.318, -3.001], [-5.900, 2.932, -3.070], [-6.723, 1.552, -3.789], [-6.643, 1.965, 0.503], [-6.131, 3.301, -0.541], [-3.835, 3.597, 0.592]]
}